{"formula": "C31H28BrFIN4O9P", "method": "wB97M-V/def2-TZVPD", "species": ["F", "P", "Br", "I", "C", "O", "C", "C", "C", "C", "C", "C", "H", "H", "H", "H", "H", "H", "H", "H", "C", "C", "C", "C", "C", "C", "N", "O", "O", "H", "H", "H", "H", "H", "C", "C", "C", "C", "C", "C", "N", "O", "O", "H", "H", "H", "H", "H", "C", "C", "C", "C", "C", "C", "N", "O", "O", "H", "H", "H", "H", "H", "C", "C", "C", "C", "C", "C", "N", "O", "O", "H", "H", "H", "H", "H"], "positions_angstrom": [[2.781075, 0.181078, 4.186473], [1.351491, 0.581385, 3.673739], [1.014791, 1.515305, 5.778395], [1.982369, -0.583529, 1.504820], [1.047820, 2.200302, 2.782566], [-0.041408, 2.156041, 1.890329], [-1.176249, 1.525926, 2.422780], [-1.817721, 2.068184, 3.529261], [-2.909405, 1.386745, 4.051103], [-3.315146, 0.206356, 3.438087], [-2.705400, -0.311871, 2.303701], [-1.608408, 0.369857, 1.788617], [0.349608, -0.350574, 3.906639], [0.874231, 2.981684, 3.518165], [1.928430, 2.434819, 2.192298], [-1.443708, 2.987843, 3.949972], [-3.402432, 1.774023, 4.926126], [-4.151572, -0.336387, 3.854592], [-3.049542, -1.197428, 1.820764], [-1.077142, 0.042935, 0.913338], [6.938007, 0.155244, 1.965436], [5.847471, 0.646861, 1.259227], [6.041253, 1.344038, 0.077596], [7.331982, 1.534200, -0.379322], [8.430997, 1.057980, 0.311015], [8.227614, 0.363832, 1.493340], [7.541972, 2.258310, -1.644376], [6.560265, 2.683278, -2.217739], [8.683157, 2.384381, -2.036962], [6.781508, -0.391619, 2.886331], [4.842412, 0.490557, 1.628701], [5.197953, 1.729708, -0.476215], [9.429894, 1.222949, -0.063864], [9.076224, -0.016342, 2.044975], [-4.185628, -5.009012, -3.290707], [-5.194304, -4.777286, -2.364019], [-5.071827, -3.749891, -1.443415], [-3.933055, -2.965047, -1.471065], [-2.914954, -3.180494, -2.381926], [-3.047076, -4.212863, -3.296482], [-3.805614, -1.862975, -0.510215], [-4.700924, -1.703232, 0.296469], [-2.811440, -1.166489, -0.570604], [-4.288326, -5.807569, -4.009120], [-6.079313, -5.398569, -2.361817], [-5.851374, -3.564426, -0.719715], [-2.034154, -2.555876, -2.382174], [-2.262918, -4.394403, -4.018176], [-9.418228, -2.900243, -7.243192], [-8.352148, -2.827885, -8.130068], [-7.216022, -3.590452, -7.914528], [-7.171021, -4.418679, -6.808521], [-8.219503, -4.501374, -5.911067], [-9.350315, -3.733166, -6.134125], [-5.973849, -5.241874, -6.584924], [-5.056923, -5.133767, -7.370589], [-5.967818, -5.980598, -5.618519], [-10.305379, -2.306060, -7.417328], [-8.406078, -2.177843, -8.992082], [-6.382549, -3.539196, -8.598788], [-8.159860, -5.153099, -5.052548], [-10.180175, -3.786349, -5.443358], [4.170364, 4.025988, 4.239414], [4.206886, 5.293314, 4.805090], [5.375865, 6.036223, 4.763395], [6.489954, 5.492779, 4.150080], [6.473970, 4.231140, 3.585803], [5.301510, 3.495430, 3.634955], [7.729022, 6.285990, 4.089111], [7.721038, 7.381636, 4.611262], [8.682911, 5.795292, 3.521825], [3.257087, 3.446251, 4.270131], [3.325281, 5.703931, 5.277633], [5.415359, 7.022268, 5.201093], [7.357105, 3.824886, 3.114611], [5.272034, 2.507518, 3.198290]], "forces_ev_per_a": [[0.2555, 0.0882, -0.0179], [0.1214, 0.0213, 0.0413], [-0.1293, 0.0402, 0.1241], [-0.0889, -0.1795, -0.2385], [-0.7537, 0.5761, -0.2548], [0.2602, -0.5070, 0.0333], [0.0822, 0.1462, -0.1015], [0.0513, -0.3067, -0.2660], [0.5105, -0.0785, -0.4566], [-0.5835, -0.3640, 0.2822], [0.7213, 1.0298, 0.4078], [-0.0870, 0.2272, 0.2251], [-0.0725, 0.0963, -0.0293], [0.1446, -0.1057, 0.3159], [0.2561, -0.1280, 0.0011], [-0.0621, 0.1049, 0.1655], [-0.1965, -0.0395, 0.1090], [-0.1224, 0.0060, 0.0678], [-0.2259, -0.3076, 0.0349], [0.0202, -0.1315, -0.1587], [0.0104, 0.0246, -0.0090], [0.0970, 0.0104, 0.0791], [-0.1969, 0.0149, 0.0129], [-0.0250, -0.0907, 0.1308], [0.1833, -0.0471, 0.0574], [-0.1098, 0.0021, 0.0171], [0.0079, 0.0426, -0.0287], [-0.0281, 0.0106, -0.0150], [0.0334, 0.0022, -0.0100], [-0.0030, 0.0003, 0.0041], [0.0133, -0.0534, -0.0442], [0.0665, 0.0281, -0.0817], [-0.0414, 0.0532, -0.0933], [0.0178, 0.0039, -0.0078], [0.0975, 0.0239, 0.0689], [0.0828, 0.0178, -0.0615], [-0.1821, -0.0698, 0.0429], [-0.0144, -0.1227, -0.1176], [0.1666, 0.0237, -0.1106], [-0.1151, -0.0251, 0.0452], [-0.0087, 0.0291, -0.0567], [-0.1267, -0.0672, -0.0443], [0.0246, -0.0652, -0.1643], [-0.0001, -0.0278, -0.0227], [-0.0064, -0.0067, 0.0061], [0.0578, 0.0920, 0.0384], [-0.0460, 0.0635, 0.0811], [0.0150, 0.0038, 0.0014], [0.0145, -0.0098, 0.0022], [-0.0709, -0.0207, 0.0831], [0.0505, 0.0916, -0.1672], [-0.1410, 0.0682, -0.0322], [-0.1073, -0.0497, 0.1548], [0.0183, 0.0574, -0.0908], [0.0735, 0.0204, 0.0418], [0.0337, 0.0034, -0.0296], [-0.1050, -0.0637, -0.0290], [-0.0004, 0.0080, 0.0034], [0.0152, 0.0034, -0.0096], [0.0538, -0.0815, 0.0568], [0.0984, -0.0416, -0.0362], [0.0017, -0.0102, 0.0146], [0.0199, 0.0036, -0.0293], [0.0186, -0.0833, -0.0555], [-0.1178, 0.1079, 0.0873], [-0.1537, -0.0762, -0.0057], [0.0753, -0.1618, -0.1033], [-0.0981, 0.0491, 0.0504], [0.0519, 0.0150, 0.0303], [-0.0042, 0.0321, 0.0078], [0.0252, -0.0168, -0.0150], [-0.0154, 0.0005, 0.0923], [0.0040, 0.0107, 0.0141], [0.1093, 0.0152, -0.0384], [0.0487, 0.0950, 0.0147], [0.0299, -0.0254, -0.0148]], "lowdin_charge": [-0.379, 0.210, 0.295, 0.514, -0.436, -0.136, -0.326, -0.043, -0.065, -0.075, -0.060, -0.044, -0.012, 0.047, 0.084, 0.113, 0.105, 0.104, 0.071, 0.076, -0.070, -0.097, 0.002, -0.146, -0.002, -0.063, -0.354, 0.079, 0.080, 0.110, 0.026, 0.121, 0.120, 0.108, -0.068, -0.059, -0.002, -0.146, 0.000, -0.053, -0.334, 0.073, 0.073, 0.090, 0.109, 0.118, 0.120, 0.111, -0.068, -0.063, -0.001, -0.146, -0.003, -0.064, -0.341, 0.087, 0.054, 0.108, 0.109, 0.120, 0.117, 0.109, -0.066, -0.057, -0.001, -0.144, 0.006, -0.052, -0.355, 0.079, 0.080, 0.070, 0.110, 0.120, 0.119, 0.086], "e_tot_ha": -5406.86333, "max_force_ev_per_a": 1.3, "e_homo_ev": -9.4, "spin_multiplicity": 1}